Entry 1:
Below is 2 unconnected molecules or ions with the total composition C26H31NO6S in a non-equilibrium geometry, with properties calculated with ωB97M-V with the def2-TZVPD basis set.

Structure (XYZ):
```
65
Properties=species:S:1:pos:R:3:mulliken_charge:R:1
C 3.7116 -7.0020 -0.1487 -0.921
C 3.7310 -5.4646 -0.7164 -0.365
C 2.4356 -5.0599 -1.6527 0.506
C 1.1410 -5.8518 -1.6962 -0.438
C -0.0945 -5.2723 -2.6634 0.169
O -0.9409 -6.0554 -3.3437 -0.535
C -0.1761 -3.6030 -2.7303 0.183
C -1.5896 -2.7792 -2.8679 -0.645
C -1.5253 -1.1409 -2.8713 -0.404
C -0.1524 -0.2274 -2.7484 0.095
C -0.2693 1.4110 -2.7182 -0.379
C -1.2886 1.9973 -1.5567 0.254
C -1.7129 3.6150 -1.5502 -0.502
C -2.7803 4.1960 -0.4011 -0.459
C -3.4655 3.2502 0.7665 0.551
C -4.5514 3.7570 1.8929 -0.783
C -3.0124 1.6624 0.7896 -0.575
C -1.9590 1.0927 -0.3441 -0.264
C 1.2917 -1.0667 -2.6614 0.085
C 2.7453 -0.2626 -2.5839 -0.471
C 3.3039 -0.0483 -1.0570 -0.190
C 4.9392 0.0774 -0.9320 -0.560
C 5.6673 0.7711 -2.2374 -0.374
N 5.0638 2.1151 -2.6235 -0.609
C 1.2460 -2.7259 -2.6535 -0.032
C 2.6224 -3.6677 -2.5608 0.326
O 3.7726 -3.3868 -3.1781 -0.557
H 3.9768 -7.7031 -1.0760 0.270
H 4.5583 -7.0555 0.6913 0.311
H 2.6732 -7.2971 0.3217 0.262
H 3.7058 -4.7561 0.2436 0.267
H 4.7600 -5.2026 -1.2609 0.285
H 1.0086 -6.8280 -1.0220 0.091
H -2.6393 -3.3064 -2.9623 0.314
H -2.5526 -0.5436 -2.9609 0.304
H 0.7912 1.9079 -2.4868 0.213
H -0.5806 1.8616 -3.7789 0.345
H -1.2965 4.3766 -2.3459 0.251
H -3.0483 5.3417 -0.4413 0.231
H -5.1099 2.8268 2.3886 0.213
H -5.4107 4.4410 1.4306 0.292
H -4.0524 4.3951 2.7604 0.183
H -3.5075 0.9886 1.6297 0.207
H -1.7117 -0.0733 -0.2796 0.266
H 3.5817 -0.7848 -3.2448 0.335
H 2.5637 0.7953 -3.1066 0.173
H 2.8277 0.9438 -0.6019 0.252
H 2.9078 -0.9432 -0.3937 0.277
H 5.2033 0.7432 0.0222 0.311
H 5.4862 -0.9614 -0.7463 0.216
H 6.8085 0.9449 -1.9342 0.354
H 5.6653 -0.0174 -3.1167 0.195
H 4.5230 1.9558 -3.5140 0.218
H 5.8330 2.7833 -2.9017 0.257
C -3.9996 4.2067 6.8986 -0.315
C -5.1192 3.7540 7.8320 -0.359
O -6.2798 3.6678 7.0083 -0.311
S -5.8293 3.2346 5.5017 1.123
O -6.0130 1.8064 5.3689 -0.548
O -6.3798 4.1893 4.5679 -0.506
O -4.2341 3.5291 5.6653 -0.269
H -4.0542 5.2839 6.7111 0.280
H -3.0098 3.9559 7.2892 0.298
H -5.2823 4.4524 8.6562 0.308
H -4.9166 2.7562 8.2355 0.300
```

Computed properties:
Calculated total energy   -1912.822431 Ha
Orbital gap   6.75 eV
HOMO level   -8.149 eV
Energy above the lowest of the compared OMol25 structures with the same formula, charge and spin   2278.5 kJ/mol



Entry 2:
Below is a gas-phase ion, C22H31N2O4 (charge +1), with properties calculated with ωB97M-V with the def2-TZVPD basis set.

Structure (XYZ):
```
59
Properties=species:S:1:pos:R:3:mulliken_charge:R:1
C 1.3433 -6.5456 4.7348 -0.848
H 0.3769 -6.3431 5.2066 0.341
O 1.8107 -5.4274 4.0142 -0.451
C 1.0891 -4.9770 2.9627 0.842
C 1.6329 -3.8887 2.2723 -0.729
C 0.9785 -3.3526 1.1875 -0.237
C -0.2395 -3.8742 0.7589 0.180
C -0.7773 -4.9492 1.4474 -0.751
C -0.1252 -5.5054 2.5354 -0.423
H -0.5723 -6.3475 3.0381 0.412
H -1.7191 -5.3729 1.1294 0.345
C -0.9490 -3.2542 -0.4142 -1.069
N -1.2180 -1.8468 -0.1448 0.354
C -1.6603 -1.1132 -1.3160 -0.944
C -2.0750 0.3070 -0.9029 -0.727
N -1.4381 0.6782 0.3795 0.342
H -1.6666 1.6681 0.5768 0.285
C -1.9432 -0.1944 1.4681 -0.782
C -2.1345 -1.6305 0.9550 -0.632
H -1.8965 -2.3372 1.7507 0.404
H -3.1820 -1.7989 0.6542 0.298
H -2.8905 0.2046 1.8346 0.408
H -1.2193 -0.1759 2.2827 0.436
C 0.0527 0.7047 0.2920 -0.418
C 0.5015 1.6940 -0.7452 -0.227
C 1.3433 1.3290 -1.7780 -1.157
C 1.7630 2.2658 -2.7028 -0.777
C 1.3234 3.5826 -2.6396 1.251
C 0.4523 3.9803 -1.5971 0.505
C 0.0704 3.0257 -0.6469 0.492
O -0.7974 3.2751 0.4014 -0.515
C -0.7762 4.5349 1.0620 -0.856
H -1.3415 5.2826 0.5069 0.276
H 0.2461 4.8825 1.2112 0.327
H -1.2450 4.3597 2.0303 0.327
O -0.1038 5.2141 -1.4678 -0.455
C 0.5435 6.3713 -1.9698 -0.850
H 1.6048 6.3775 -1.7176 0.368
H 0.0474 7.2066 -1.4764 0.283
H 0.4231 6.4622 -3.0493 0.255
O 1.6583 4.5242 -3.5538 -0.447
C 2.5504 4.1917 -4.5961 -0.969
H 2.1346 3.4183 -5.2477 0.375
H 2.6800 5.1099 -5.1657 0.263
H 3.5193 3.8677 -4.2066 0.379
H 2.4238 1.9565 -3.4940 0.437
H 1.6898 0.3110 -1.8558 0.504
H 0.4032 -0.3017 0.0677 0.033
H 0.4234 1.0077 1.2752 0.515
H -3.1557 0.3707 -0.7633 0.570
H -1.7803 1.0287 -1.6654 0.349
H -0.8322 -1.0790 -2.0283 0.442
H -2.5132 -1.6019 -1.8163 0.426
H -0.3057 -3.2946 -1.2978 0.422
H -1.8734 -3.8076 -0.6400 0.371
H 1.4179 -2.5218 0.6554 0.398
H 2.5782 -3.4935 2.6079 0.456
H 1.2608 -7.4285 4.0943 0.352
H 2.0885 -6.7292 5.5064 0.242
```

Computed properties:
Calculated total energy   -1267.106706 Ha
Total charge   +1
Orbital gap   8.60 eV
HOMO level   -10.660 eV
Energy above the lowest of the compared OMol25 structures with the same formula, charge and spin   101.1 kJ/mol



Entry 3:
Below is 2 unconnected molecules or ions with the total composition C14H20N2O in a non-equilibrium geometry, with properties calculated with ωB97M-V with the def2-TZVPD basis set.

Structure (XYZ):
```
37
Properties=species:S:1:pos:R:3:mulliken_spin:R:1
C 0.7793 -3.0688 2.0570 0.022
C -1.2549 -2.2525 0.4958 -0.030
C 0.1376 -2.6959 0.7760 0.217
C -1.2972 -2.0527 -0.8997 0.008
C 0.8760 -2.3948 -0.3369 0.216
C -2.4377 -2.0843 1.2132 0.156
C -3.6130 -1.6208 0.5799 -0.024
C -3.5481 -1.2564 -0.7626 0.079
C -2.4705 -1.6138 -1.5387 0.077
N 0.0565 -2.0728 -1.4035 0.219
H -2.5119 -2.2036 2.2731 0.005
H -4.4777 -1.4293 1.1728 0.000
H -4.3810 -0.7049 -1.1779 0.002
H 0.4422 -2.3579 2.7813 0.024
H 1.9397 -2.9591 2.0452 0.000
H 1.9538 -2.4694 -0.5459 0.004
H 0.3694 -2.2668 -2.3505 -0.009
H -2.5453 -1.3225 -2.5766 0.003
H 0.5004 -4.0158 2.6024 0.026
C 1.0917 2.4454 -1.4417 0.001
C -0.1530 1.5795 -1.3434 0.009
C 0.3810 4.1103 0.4130 0.000
C 3.6373 2.1924 -0.0211 0.000
C 2.3102 2.5378 0.6393 0.000
O 2.2641 2.7139 1.8621 0.000
N 1.3582 3.0676 -0.1533 0.000
H 1.9522 2.0104 -1.9645 0.000
H 1.1040 3.3338 -2.1593 0.000
H -0.9277 1.7884 -0.4789 0.000
H 0.2556 0.5870 -1.0858 -0.004
H 0.9109 4.5120 1.2295 0.000
H 4.0081 1.1953 -0.2792 0.000
H 4.4923 2.6633 0.5204 0.000
H -0.3591 1.3342 -2.3382 -0.001
H 0.1691 4.7455 -0.4711 0.000
H -0.5431 3.7071 0.7294 0.000
H 3.7866 2.6933 -1.0025 0.000
```

Computed properties:
Calculated total energy   -729.861153 Ha
Total charge   +1
Orbital gap (spin up / spin down)   7.67 / 3.98 eV
HOMO level (spin up / spin down)   -11.260 / -11.259 eV
Energy above the lowest of the compared OMol25 structures with the same formula, charge and spin   216.6 kJ/mol
Spin multiplicity   2
Expectation value of S²   0.7665



Entry 4:
Below is a molecular structure, C30H46BrN3NiP2Se in a non-equilibrium geometry, with properties calculated with ωB97M-V with the def2-TZVPD basis set.

Structure (XYZ):
```
84
Properties=species:S:1:pos:R:3:mulliken_spin:R:1
C 2.2796 4.2679 -0.7768 0.002
C 1.3386 3.5280 -1.5358 -0.001
C 1.3938 3.5629 -2.9496 0.003
C 2.3867 4.3534 -3.5284 -0.001
N 3.2733 5.0417 -2.8154 0.003
C 3.2235 5.0033 -1.4879 -0.001
C 0.3159 2.7820 -0.9038 0.009
C -0.3667 1.9658 -0.2563 -0.023
C -1.6808 1.9872 0.3560 -0.007
C -2.3041 0.8450 0.8914 0.063
C -3.6390 0.7906 1.2753 -0.013
C -4.3132 1.9971 1.1887 0.002
C -3.7433 3.2084 0.7764 -0.003
C -2.4170 3.1953 0.3464 0.005
Ni -0.5597 -0.9926 0.6732 1.514
P 1.4047 -0.7494 0.0736 0.098
H 0.6906 2.9803 -3.5480 0.000
H 2.2553 4.2524 0.3130 0.000
H 2.4408 4.4079 -4.6084 0.000
H 3.9525 5.5789 -0.9398 0.000
H -1.9302 4.1083 -0.0106 0.000
H -1.8153 -0.1362 1.1345 -0.031
H -4.3493 4.1187 0.7911 0.000
H -4.0948 -0.1439 1.6253 -0.002
C 2.1330 -2.4437 0.2215 0.014
C 3.3603 -2.7913 -0.6006 0.006
H 1.3134 -3.1304 -0.0501 -0.008
H 2.3083 -2.5996 1.2999 -0.001
H 3.6442 -3.8306 -0.4034 0.001
H 3.1961 -2.7069 -1.6756 0.000
H 4.2243 -2.1706 -0.3656 0.000
C 1.5400 -0.2374 -1.6700 0.050
C 2.8615 0.3679 -2.1256 0.007
H 0.7203 0.4833 -1.8113 -0.001
H 1.3194 -1.1284 -2.2733 0.001
H 2.8171 0.5283 -3.2123 0.001
H 3.0475 1.3407 -1.6596 0.000
H 3.7123 -0.2871 -1.9069 -0.001
C 2.4381 0.4594 1.0029 0.021
C 3.9559 0.2073 1.0187 0.005
H 2.0445 0.4814 2.0357 -0.006
H 2.2022 1.4380 0.5489 -0.004
H 4.4406 1.0054 1.6099 0.000
H 4.2253 -0.7648 1.4673 0.000
H 4.3926 0.2319 0.0078 0.000
Br -6.1550 1.8922 1.6846 0.001
P -1.7325 -1.7868 -1.3244 0.075
C -0.5809 -2.6229 -2.5441 0.007
C -1.0800 -3.8859 -3.2662 0.002
H 0.3287 -2.8754 -1.9612 -0.006
H -0.3116 -1.8509 -3.2962 0.000
H -0.2256 -4.2721 -3.8575 0.001
H -1.4022 -4.6654 -2.5494 0.000
H -1.9130 -3.6510 -3.9576 0.000
C -2.9220 -2.9989 -0.6589 0.011
C -4.2366 -3.2443 -1.3781 0.010
H -3.1057 -2.6103 0.3560 -0.005
H -2.3483 -3.9300 -0.5411 0.010
H -4.8217 -3.9520 -0.7768 0.000
H -4.8229 -2.3270 -1.4994 0.000
H -4.0949 -3.6893 -2.3686 0.000
C -2.5089 -0.4664 -2.3456 0.005
C -3.0300 -0.8741 -3.7235 0.001
H -1.7429 0.3224 -2.4489 0.002
H -3.3131 -0.0463 -1.7217 -0.001
H -3.5400 -0.0093 -4.1659 0.000
H -2.2223 -1.1676 -4.4017 0.000
H -3.7446 -1.7023 -3.6689 0.000
C -2.0916 0.3978 4.2332 -0.001
N -0.6861 0.2918 4.6246 0.010
C -0.0068 1.2135 5.4347 0.005
C 1.2943 0.8244 5.4849 0.003
N 1.4079 -0.3295 4.7022 0.012
C 2.6552 -1.0159 4.3851 0.005
C 0.2048 -0.5937 4.0863 0.004
Se -0.1778 -1.8379 2.6949 0.143
H -2.6533 0.7757 5.1183 0.001
H -2.4320 -0.6128 3.9271 -0.001
H -2.2159 1.1069 3.3782 0.002
H -0.4735 2.0700 5.8995 0.001
H 2.1497 1.2707 5.9820 0.000
H 3.2963 -0.3538 3.7847 -0.001
H 3.1764 -1.2641 5.3225 0.001
H 2.4398 -1.9351 3.8152 -0.001
```

Computed properties:
Calculated total energy   -8500.853631 Ha
Total charge   +2
Orbital gap (spin up / spin down)   7.90 / 6.65 eV
HOMO level (spin up / spin down)   -13.441 / -13.726 eV
Energy above the lowest of the compared OMol25 structures with the same formula, charge and spin   0.0 kJ/mol
Spin multiplicity   3
Expectation value of S²   2.0121



Entry 5:
Below is a molecular structure, C8H12O10Rb4S in a non-equilibrium geometry, with properties calculated with ωB97M-V with the def2-TZVPD basis set.

Structure (XYZ):
```
35
Properties=species:S:1:pos:R:3:mulliken_charge:R:1
Rb 0.5014 5.0698 0.5375 0.926
Rb 2.1953 -0.0437 -2.8529 0.919
Rb 0.4450 1.8076 3.5962 0.981
Rb 2.4053 4.2744 -2.9683 1.009
S 1.2785 1.9479 0.0032 0.728
O 0.1215 1.9714 0.8397 -0.583
O 1.8664 0.6705 -0.3637 -0.600
O 1.0414 2.5816 -1.2765 -0.714
O 2.3298 2.7492 0.7029 -0.697
C 1.6176 -2.2532 3.0341 -1.420
C 1.3916 -2.1051 1.5451 1.275
C 2.6858 -2.0811 0.7144 -0.336
O 2.3544 -2.8869 -0.4345 -0.365
C 1.2265 -3.6196 -0.1185 0.592
O 0.7775 -4.3445 -0.9356 -0.501
O 0.7119 -3.2731 1.0405 -0.386
H 2.1854 -1.3730 3.3355 0.370
H 2.1399 -3.1918 3.2195 0.354
H 0.6362 -2.2972 3.5064 0.352
H 0.8800 -1.1799 1.2800 -0.453
H 3.5131 -2.5513 1.2460 0.289
H 2.9706 -1.0560 0.4771 0.252
C -1.4904 -0.2986 -1.3847 -0.579
C -2.8794 0.3893 -1.3132 0.236
C -3.1709 1.3508 -0.2112 -0.129
O -3.6057 2.4962 -0.9102 -0.356
C -3.5647 2.3188 -2.1928 0.657
O -4.0416 3.0817 -3.0398 -0.617
O -2.9929 1.2084 -2.4416 -0.419
H -0.9333 0.1573 -2.2032 0.159
H -1.5290 -1.3450 -1.6873 0.442
H -0.9840 -0.1995 -0.4246 -0.101
H -3.6997 -0.3281 -1.2881 0.339
H -2.4786 1.5644 0.6032 0.071
H -3.9051 0.7880 0.3652 0.305
```

Computed properties:
Calculated total energy   -1558.615949 Ha
Total charge   +2
Orbital gap   8.24 eV
HOMO level   -14.557 eV
Energy above the lowest of the compared OMol25 structures with the same formula, charge and spin   107.7 kJ/mol